# 1
DFT (the ωB97M-V functional and the def2-TZVPD basis) results for C11H23BF4NO2P2Sn as an isolated structure.

Its total charge is +1. The HOMO energy is -0.3501 Eh. As for the relative energy (zero: lowest compared OMol25 entry of this formula, charge and spin): 2.9569 eV.

The geometry in XYZ format:
```
45
C11H23BF4NO2P2Sn | the Open Molecules 2025 dataset | the ωB97M-V functional and the def2-TZVPD basis
Sn 0.13 -0.52 0.88
P -2.41 0.23 0.61
P 2.59 -0.42 0.70
F -1.20 -0.04 3.75
F 0.99 -0.68 3.69
F 0.37 1.13 5.06
F 0.38 1.37 2.79
O -2.50 -4.18 -4.27
O -0.36 -2.50 0.05
N 0.35 0.82 -0.97
C 3.59 -0.22 2.15
C 0.54 2.44 -3.22
C -2.79 1.57 1.60
C -0.68 2.02 -2.81
C -2.21 0.93 -1.10
C 1.66 2.17 -2.42
C 3.32 -1.74 -0.43
C 2.72 1.12 -0.34
C -3.71 -1.00 0.49
C -0.79 1.26 -1.64
C 1.57 1.36 -1.27
B 0.14 0.47 3.88
H 2.80 1.90 0.40
H -2.30 2.49 1.30
H 0.69 3.00 -4.15
H -3.53 -1.74 -0.29
H -2.85 1.75 -1.14
H 3.63 1.00 -0.90
H -2.46 1.36 2.62
H -3.75 -1.51 1.45
H -2.01 -3.33 -3.81
H -3.32 -4.22 -3.77
H 3.07 0.41 2.87
H 3.81 -2.44 0.22
H -0.41 -2.56 1.09
H 3.77 -1.19 2.62
H -4.69 -0.53 0.31
H -2.61 0.18 -1.82
H -3.86 1.76 1.63
H 2.53 -2.20 -1.00
H -1.59 2.21 -3.38
H 4.01 -1.20 -1.07
H 4.55 0.24 1.87
H 2.71 2.48 -2.67
H 0.07 -3.45 0.43
```

Here are the Löwdin charges for atoms 1 to 8, given in e:
1 Sn 1.1105
2 P 0.7499
3 P 0.7727
4 F 0.0422
5 F 0.0017
6 F 0.1716
7 F 0.0087
8 O -0.1214



# 2
DFT (the ωB97M-V functional and the def2-TZVPD basis) results for a 3-piece molecular cluster, C11H23BrN3O5S overall.

Its total charge is +1. The HOMO energy is -0.4152 Eh.

The geometry in XYZ format:
```
44
C11H23BrN3O5S | the Open Molecules 2025 dataset | the ωB97M-V functional and the def2-TZVPD basis
Br -0.49 -2.87 -5.29
S 1.46 1.33 -0.70
O 0.44 2.16 -0.17
O 2.55 2.00 -1.31
O 2.09 -2.38 2.06
O -1.64 0.08 -1.33
O -2.74 2.51 3.64
N 1.25 0.18 -3.25
N -0.87 -0.37 -3.46
N 0.74 -1.69 -4.58
C -0.79 0.57 -2.32
C 1.39 -3.30 4.14
C -3.06 2.64 2.48
C 2.13 0.24 0.52
C 3.73 -2.31 3.78
C -4.50 2.55 2.04
C 2.38 -2.64 3.21
C -2.02 2.90 1.41
C -1.85 -0.06 -4.53
C 0.65 0.26 -1.91
C 0.38 -0.70 -3.82
H -1.30 0.34 -0.46
H 2.96 0.78 0.95
H -2.37 0.83 -4.23
H -4.62 1.74 1.32
H 0.74 -0.74 -1.50
H 3.63 -1.62 4.62
H -2.04 2.10 0.67
H 4.35 -1.84 3.01
H 1.79 -4.25 4.50
H 1.72 -1.82 -4.77
H -4.80 3.49 1.57
H 2.23 -0.09 -3.29
H -0.96 1.60 -2.61
H 2.51 -0.66 0.05
H 0.46 -3.48 3.61
H -2.22 3.85 0.91
H 1.19 -2.65 5.00
H -5.13 2.36 2.90
H -2.56 -0.86 -4.61
H -1.03 2.94 1.86
H 1.40 -0.04 1.26
H 4.23 -3.22 4.12
H -1.38 0.15 -5.48
```

Here are the Löwdin charges for atoms 1 to 8, given in e:
1 Br 0.9169
2 S 0.6439
3 O -0.2750
4 O -0.2657
5 O 0.0338
6 O 0.0398
7 O 0.0779
8 N 0.1510



# 3
DFT (the ωB97M-V functional and the def2-TZVPD basis) results for a 5-piece molecular cluster, C11H23Cl8NO overall.

The HOMO energy is -0.3690 Eh. As for the relative energy (zero: lowest compared OMol25 entry of this formula, charge and spin): 0.0000 eV.

The geometry in XYZ format:
```
44
C11H23Cl8NO | the Open Molecules 2025 dataset | the ωB97M-V functional and the def2-TZVPD basis
Cl -1.53 0.87 0.50
Cl -2.67 -2.07 -0.87
Cl -1.66 5.31 1.75
Cl 0.08 -5.27 -1.19
Cl 0.24 -6.79 -5.21
Cl -4.35 2.22 -3.68
Cl 1.58 5.49 1.97
Cl -1.25 2.34 -5.26
O 2.18 0.36 0.91
N 2.13 0.06 3.17
C -0.20 -5.79 -3.81
C -2.73 2.32 -2.97
C -0.64 -0.24 -0.61
C -0.69 4.00 2.46
C 2.69 -0.03 1.94
C -1.00 -1.68 -0.32
C -1.82 3.18 -3.78
C 0.68 3.93 1.87
C 0.62 -6.22 -2.61
C 2.82 -0.40 4.35
C 0.82 0.59 3.32
H -2.88 2.77 -1.99
H 3.71 -0.43 1.97
H 1.31 3.21 2.38
H 3.87 -0.59 4.13
H -0.04 -4.74 -4.03
H -0.96 -1.91 0.74
H -0.35 -2.38 -0.83
H 0.42 -0.08 -0.37
H 0.52 1.08 2.39
H -1.17 3.04 2.28
H 0.44 -7.28 -2.42
H 0.64 3.69 0.81
H 0.04 -0.11 3.64
H -1.25 -5.99 -3.61
H -2.34 4.08 -4.09
H -0.68 4.20 3.53
H -0.92 3.46 -3.23
H 0.80 1.40 4.07
H 1.67 -6.01 -2.74
H -2.38 1.31 -2.82
H -0.91 0.05 -1.61
H 2.34 -1.31 4.74
H 2.79 0.36 5.13
```

Here are the Löwdin charges for atoms 1 to 8, given in e:
1 Cl 0.5710
2 Cl 0.5242
3 Cl 0.5481
4 Cl 0.5573
5 Cl 0.5532
6 Cl 0.5574
7 Cl 0.5207
8 Cl 0.5263



# 4
DFT (the ωB97M-V functional and the def2-TZVPD basis) results for a 3-piece molecular cluster, C11H23ClN2O6S overall.

The HOMO energy is -0.3399 Eh. As for the relative energy (zero: lowest compared OMol25 entry of this formula, charge and spin): 0.0000 eV.

The geometry in XYZ format:
```
44
C11H23ClN2O6S | the Open Molecules 2025 dataset | the ωB97M-V functional and the def2-TZVPD basis
Cl -2.82 0.24 -1.14
S -1.10 0.23 1.92
O 2.63 -3.30 3.33
O -1.02 -0.98 1.16
O 0.46 0.81 1.99
O -2.63 4.12 -2.41
O 2.62 -0.32 1.12
O -1.75 1.44 1.02
N 4.03 -5.01 2.78
N -4.42 3.73 -3.76
C -5.57 2.90 -4.07
C -1.62 1.38 -0.39
C 4.65 -6.26 3.16
C 0.74 2.33 -0.53
C -4.13 4.89 -4.59
C -0.22 1.18 -0.93
C 4.32 -4.43 1.48
C 1.17 0.01 2.94
C 3.19 -4.36 3.60
C 2.34 -0.67 2.20
C -3.61 3.46 -2.72
H -3.91 2.57 -2.16
H 0.50 -0.74 3.39
H 1.63 1.86 -0.13
H -5.46 2.50 -5.08
H 2.85 -1.50 2.72
H -5.64 2.08 -3.37
H 4.76 -3.44 1.61
H 4.37 -7.04 2.44
H -3.14 4.79 -5.03
H 3.03 -4.88 4.56
H -1.94 2.35 -0.75
H -4.15 5.79 -3.98
H 0.21 0.20 -0.73
H 5.74 -6.15 3.15
H -0.32 1.23 -2.02
H 0.99 2.96 -1.37
H -6.48 3.50 -4.02
H 4.34 -6.56 4.15
H 1.58 0.63 3.74
H 3.40 -4.33 0.91
H 5.01 -5.07 0.94
H -4.87 4.97 -5.38
H 0.28 2.89 0.28
```

Here are the Löwdin charges for atoms 1 to 8, given in e:
1 Cl 0.6295
2 S 0.9513
3 O -0.0152
4 O -0.3798
5 O -0.3364
6 O 0.0065
7 O 0.0976
8 O -0.3313



# 5
DFT (the ωB97M-V functional and the def2-TZVPD basis) results for C11H23CrF5NO3P2Te as an isolated structure.

Its total charge is +2. The HOMO energy (spin up / spin down) is -0.5945 / -0.6057 Eh. As for the spin multiplicity: 4. As for the expectation value of S²: 3.858.

The geometry in XYZ format:
```
47
C11H23CrF5NO3P2Te | the Open Molecules 2025 dataset | the ωB97M-V functional and the def2-TZVPD basis
Te -0.78 -0.33 3.85
Cr 0.05 -0.21 0.70
P -1.99 0.81 -0.19
P 2.32 -0.92 0.67
F 0.34 -1.82 4.40
F -0.26 0.56 5.50
F -1.67 1.32 3.42
F -2.44 -0.99 4.59
F 0.77 0.54 2.96
O -1.08 -1.06 2.15
O -0.76 4.88 -0.27
O 1.81 3.29 -2.05
N 0.04 -1.15 -1.18
C -1.14 -1.35 -1.78
C -2.11 2.12 -1.42
C -3.36 0.84 0.98
C -0.12 -2.72 -3.46
C 2.50 -1.29 -1.09
C -1.27 -2.17 -2.89
C 3.73 -0.03 1.33
C 1.12 -2.43 -2.88
C 1.16 -1.64 -1.74
C -2.37 -0.71 -1.18
C 2.21 -2.51 1.53
H 1.53 4.10 -1.57
H -3.27 1.74 1.59
H -3.11 2.04 -1.87
H -1.17 5.77 -0.34
H -1.34 1.96 -2.18
H 3.21 -2.13 -1.20
H -0.67 4.71 0.70
H 4.60 -0.70 1.27
H -1.94 3.11 -0.97
H -2.91 -1.44 -0.54
H -2.27 -2.31 -3.27
H 2.09 -2.80 -3.25
H -3.06 -0.38 -1.97
H 2.11 -2.33 2.61
H -0.18 -3.37 -4.34
H -3.30 -0.04 1.63
H 3.89 0.88 0.76
H 3.14 -3.06 1.31
H -4.30 0.85 0.41
H 1.34 -3.08 1.19
H 2.93 -0.38 -1.59
H 3.51 0.23 2.37
H 2.48 3.60 -2.71
```

Here are the Löwdin charges for atoms 1 to 8, given in e:
1 Te 1.9783
2 Cr 0.7287
3 P 0.8852
4 P 0.8262
5 F -0.3417
6 F -0.3123
7 F -0.3602
8 F -0.3214



# 6
DFT (the ωB97M-V functional and the def2-TZVPD basis) results for C11H23F5NO3P2RhTe as an isolated structure.

Its total charge is +2. The HOMO energy (spin up / spin down) is -0.5797 / -0.6092 Eh. As for the spin multiplicity: 5. As for the expectation value of S²: 6.009.

The geometry in XYZ format:
```
47
C11H23F5NO3P2RhTe | the Open Molecules 2025 dataset | the ωB97M-V functional and the def2-TZVPD basis
Te 2.02 1.28 3.34
Rh 0.24 0.20 0.59
P -1.45 -0.92 1.56
P 1.39 1.37 -0.84
F 2.43 2.68 4.58
F 1.77 2.64 2.00
F 2.20 0.06 4.79
F 0.17 1.56 3.75
F 3.87 1.24 2.88
O -2.63 1.16 -3.91
O 1.68 -0.14 2.19
O -2.53 2.45 -0.58
N 0.12 -1.31 -0.84
C 1.01 3.09 -1.20
C -1.45 -1.01 3.37
C -0.42 -2.50 -0.49
C 0.65 -1.09 -2.05
C -3.15 -0.66 1.01
C 3.18 1.16 -0.60
C 0.20 -3.39 -2.64
C 0.61 -2.11 -3.00
C -1.01 -2.60 0.90
C -0.31 -3.59 -1.35
C 1.30 0.26 -2.34
H 3.63 1.31 -1.58
H 0.28 -4.22 -3.35
H -2.11 -1.81 3.72
H -1.90 -3.26 0.93
H -3.52 0.27 1.47
H -1.98 1.99 0.07
H 3.56 1.86 0.14
H -0.26 -3.01 1.61
H 1.57 3.44 -2.08
H 0.96 -1.87 -4.00
H 0.81 0.82 -3.13
H -2.68 1.67 -3.09
H 2.34 0.10 -2.67
H 3.36 0.14 -0.26
H -0.07 3.22 -1.36
H -3.17 -0.57 -0.08
H -0.42 -1.17 3.72
H -0.66 -4.56 -1.01
H -3.41 2.05 -0.48
H -3.80 -1.49 1.32
H -1.92 1.62 -4.41
H -1.80 -0.04 3.73
H 1.30 3.69 -0.33
```

Here are the Löwdin charges for atoms 1 to 8, given in e:
1 Te 1.8824
2 Rh 0.9258
3 P 0.8230
4 P 0.7936
5 F -0.3154
6 F -0.4001
7 F -0.3337
8 F -0.3765



What is the formula in the fifth record?
C11H23CrF5NO3P2Te